Entry 1:
Density functional theory data (wB97M-V/def2-TZVPD) for a 3-piece molecular cluster, C16H27ClNO3 overall in a non-equilibrium geometry.

Properties
Max |F| (eV Å⁻¹): 4.05
Orbital gap (eV): 7.0
Total charge: +1

Each line ends with the Löwdin charge.
Positions of all 48 atoms, in Å:
H -3.18403 -1.63823 2.81480  0.123
O 1.94489 -0.58115 1.97028  0.049
H -1.76868 -1.91039 3.85037  0.119
H -2.05440 1.52402 4.61858  0.119
C -0.16996 -1.20929 -3.67207  -0.253
C -0.40653 1.07409 0.92385  -0.237
C -0.32072 0.36946 -0.48290  -0.506
H -1.04000 -1.20561 -3.01382  0.090
H 0.44075 0.79618 -1.18243  0.078
H 0.55784 -2.76996 -6.52462  0.116
H -0.90470 -0.84089 -6.51849  0.120
H 0.55422 -3.26568 -3.85198  0.115
H 1.74940 -1.94088 -5.51248  0.113
H -4.24414 -1.66744 4.99044  0.119
H -1.31684 0.49915 -0.99190  0.088
C -3.44765 -0.93678 4.85141  -0.168
H 0.67695 -0.03629 -6.48061  0.117
C -2.58832 -1.22289 3.63355  -0.190
C -0.00821 -2.52173 -4.41700  -0.169
Cl -0.04815 -1.44287 -0.37585  0.565
C 0.73783 2.13662 1.20910  -0.128
C 4.21250 1.95362 -0.60252  -0.011
C -2.74489 1.09581 3.88378  -0.201
H 4.83659 2.59099 -1.26935  0.145
H 0.44880 3.07921 0.65664  0.127
C 3.91373 -0.13748 0.61082  0.081
C 2.12997 1.61871 0.73257  -0.089
C 2.91597 2.48940 -0.16119  0.060
N 4.63223 0.70874 -0.22065  0.073
H 2.56542 3.49411 -0.48774  0.133
O -2.05665 0.03919 3.19596  -0.194
H -3.02409 1.87614 3.17252  0.116
H 4.27479 -1.15538 0.88398  0.162
C -3.94778 0.46599 4.56165  -0.167
H -0.99033 -2.94187 -4.65146  0.120
H 0.74829 2.43977 2.29976  0.140
C 0.02300 -0.72899 -5.94800  -0.202
H 5.52816 0.34425 -0.54921  0.179
H -1.38157 1.64323 0.93577  0.122
O -0.31273 -0.18489 -4.66376  -0.144
H -0.48694 0.35555 1.78462  0.076
H 1.42786 0.01097 2.55991  0.128
H -4.26788 1.01058 5.44980  0.119
H 0.71983 -0.97806 -3.07594  0.084
C 2.61572 0.28323 1.13986  -0.199
C 0.67846 -2.07458 -5.69392  -0.174
H -2.82835 -0.93061 5.75312  0.118
H -4.78967 0.42293 3.86480  0.120

Entry 2:
Density functional theory data (wB97M-V/def2-TZVPD) for C16H27CuNO5 as an isolated structure in a non-equilibrium geometry.

Properties
Max |F| (eV Å⁻¹): 3.19
Orbital gap (eV): 6.8
Total charge: +1

Each line ends with the Löwdin charge.
Positions of all 50 atoms, in Å:
H -2.95336 0.65120 -6.37348  0.088
H -0.35671 -1.70076 6.40723  0.142
C -1.37821 0.01280 -5.02043  -0.309
O -1.68405 0.48253 4.16393  -0.296
C 0.23015 -1.70338 -1.60946  0.092
H 2.29181 1.98254 -1.15986  0.141
H -2.40430 2.17440 5.08396  0.109
H -1.26909 -1.36874 -7.50864  0.085
H -1.66196 -2.93981 -6.78693  0.076
C 1.93265 -0.67686 5.32801  -0.085
H -1.16578 2.42460 3.79126  0.096
C -1.45327 1.82789 4.65714  -0.029
H -0.58241 -0.16817 -3.07000  -0.009
O 1.03336 1.04081 2.80672  0.074
C -1.72311 -0.50134 5.25498  -0.121
C 0.58494 0.02604 0.07135  -0.307
H 1.27206 0.14092 -1.97309  0.111
H 2.59883 -0.94381 4.50852  0.091
H 3.24275 0.54078 -0.75095  0.142
C -1.93636 0.94059 -6.07409  -0.062
H -0.66270 1.83956 5.42313  0.102
H 2.08662 -1.36587 6.17709  0.099
H 3.40981 3.25964 0.41103  0.140
H -0.62454 -2.12504 -1.08387  0.111
C -1.81027 -1.86334 -6.69024  -0.061
H -2.88030 -1.66604 -6.84694  0.091
H -0.84745 -2.08529 -3.37563  0.001
C 1.75772 1.29342 1.83020  -0.412
H 2.14061 0.35156 5.66854  0.100
C -0.92965 0.49437 -3.83432  0.061
C 0.69823 -0.47027 -1.27796  -0.071
H -0.13517 0.06912 6.60408  0.129
H 0.77267 -2.30878 -2.32904  0.095
H -2.43692 -0.12356 6.00058  0.140
H -1.98010 1.96205 -5.69035  0.075
O -0.33264 -0.36702 0.83708  0.003
C 3.47765 2.19243 0.64328  -0.067
C 2.67623 1.38053 -0.33042  -0.090
C -1.34659 -1.40857 -5.32346  -0.309
H -0.82186 -3.36188 -4.74736  0.076
C -0.36030 -0.73403 5.87592  -0.202
O 2.87137 2.00384 1.96611  0.100
O 0.60549 -0.77878 4.83015  -0.227
H -0.92365 1.57230 -3.66511  0.071
C -0.93779 -2.32859 -4.41569  0.062
H 4.52039 1.86219 0.68426  0.142
Cu -0.76464 0.02571 2.59923  0.490
N 1.57265 0.90668 0.51130  0.096
H -2.08402 -1.42401 4.79059  0.137
H -1.32881 0.95540 -6.98833  0.087

Entry 3:
Density functional theory data (wB97M-V/def2-TZVPD) for C16H27N2O2PdS5Sb as an isolated structure.

Properties
Max |F| (eV Å⁻¹): 0.58
Orbital gap (eV): 5.9

Each line ends with the Löwdin charge.
Positions of all 54 atoms, in Å:
O -2.01549 -0.07130 0.63144  -0.128
H -1.31622 -4.31103 -1.94615  0.085
H 3.37454 -1.78495 -1.66766  0.093
C -0.58987 -3.61807 -1.51488  -0.126
H -4.12691 0.98728 -0.62918  0.139
H 0.91044 -3.37274 3.07839  0.093
S 2.80368 4.75948 -2.29671  0.890
C 4.34528 4.15992 -1.78699  -1.524
Pd -0.42279 2.95016 0.82069  0.398
H 2.38024 -0.72738 2.19131  0.073
C 0.81302 -3.01345 2.05149  -0.125
H -3.48795 2.00734 1.58468  0.113
C 1.60997 -0.70307 -1.16771  -0.483
S 5.76241 4.53955 -2.51900  0.512
H 1.14781 0.33627 2.88845  0.002
C -2.06762 0.73412 -0.36318  -0.649
C -3.49180 2.56983 0.65140  -0.219
C 1.82349 3.94364 -1.10268  -1.165
H 0.70555 -1.11268 -3.11166  0.074
H -3.04081 -3.74087 -0.28418  0.085
H -1.82721 -3.73242 0.98032  0.065
H 0.11364 -3.67311 1.54014  0.045
C 0.37319 -1.54773 2.10680  -0.473
H 1.79137 -3.11986 1.58337  0.067
C -2.32554 -3.10413 0.24211  -0.124
C 1.24789 -0.32046 -2.59037  -0.110
H 1.99945 -2.85311 -1.44101  0.058
H -0.57746 -1.44669 2.63377  0.095
H 2.11667 0.12970 -0.68027  0.037
H 0.05361 -4.19750 -0.85020  0.074
H 1.64941 -1.10951 3.75170  0.092
H 0.66334 0.59427 -2.63097  0.067
H -2.88693 -2.33697 0.77198  0.069
C 2.47929 -1.95246 -1.06306  -0.115
S 0.09414 4.10951 -1.11844  0.486
S 4.22792 3.13230 -0.39684  0.883
C 2.49226 3.18228 -0.22175  -1.126
H -3.13090 2.19224 -1.45995  0.132
N -2.45145 3.60788 0.74535  -0.084
H -4.47741 3.02389 0.52750  0.121
H -2.54727 4.10121 1.62771  0.098
O -1.12068 0.67713 -1.18058  -0.082
H -2.55415 4.29821 0.00691  0.079
S 1.70357 2.21564 1.00187  0.553
N -1.15996 1.52230 3.52712  -0.007
H 2.17868 -0.14505 -3.13619  0.094
C -1.34124 -2.51894 -0.77180  -0.479
H 2.82015 -2.13346 -0.04364  0.060
C -0.88206 2.05518 2.53820  -0.465
C -3.25275 1.63545 -0.53138  -0.073
C 1.44812 -0.69597 2.75997  -0.155
H 0.01747 -3.23186 -2.33212  0.059
H -1.90876 -1.93464 -1.50293  0.095
Sb -0.14334 -0.95533 0.09878  1.826

Entry 4:
Density functional theory data (wB97M-V/def2-TZVPD) for C16H27OS4V as an isolated structure.

Properties
Multiplicity: 2
Energy above the lowest of the compared OMol25 structures with the same formula, charge and spin (kJ/mol): 16.3
Max |F| (eV Å⁻¹): 0.80
Orbital gap (spin up / spin down) (eV): 7.7 / 8.3
<S²>: 0.923
Total charge: +3

Each line ends with the Mulliken spin population.
Positions of all 49 atoms, in Å:
H -1.05929 1.97134 -2.81231  -0.008
H -1.04562 -1.20193 3.18505  -0.001
H 2.32292 1.80091 -4.38766  0.000
H 1.39307 2.98570 2.47566  -0.002
H -0.90689 2.44809 3.51626  -0.003
H -3.68250 0.06484 2.19955  0.001
C 2.60700 -0.60939 0.44697  0.001
C 2.12881 1.76103 -3.31717  0.001
C -2.98004 0.12983 -0.83481  -0.174
H 3.26440 -0.68423 -3.76916  0.001
H 1.61775 -3.27014 1.62462  -0.002
C 0.52601 2.64232 1.91029  0.000
H 0.05976 0.98359 3.25929  0.000
C -0.52654 -3.14992 1.30903  -0.002
H -2.78893 0.52667 3.62923  -0.002
H -0.88306 -3.73933 2.15467  -0.004
H -2.76599 2.35604 -0.79738  -0.001
C -2.00608 -1.24184 2.67281  0.009
C -0.42578 1.82271 2.76256  0.003
C -2.44555 -0.86289 -1.72542  -0.008
H -0.51837 -3.79825 0.43204  0.000
C -2.68118 0.10938 2.62737  -0.001
C 2.18330 -0.76161 -3.63738  0.000
S 1.13296 1.69740 0.48338  -0.047
H -3.70945 -0.05849 -0.06174  -0.007
C -1.59684 -0.21172 -2.60518  -0.100
V -0.69995 0.11022 -0.45541  1.655
H 1.43938 2.54805 -3.01663  -0.001
H 0.85291 -1.89367 2.44039  0.001
H 0.02964 3.52144 1.49718  0.000
H 1.91106 0.29077 2.28072  -0.001
O 0.88986 0.27474 -1.93005  0.018
C 1.66221 0.41365 -2.88677  -0.003
H 3.22624 1.15737 1.47666  -0.002
H -2.64571 -1.92279 -1.70301  -0.003
H 3.09012 1.95410 -2.82687  0.000
S 1.11300 -1.54540 0.04928  -0.047
H 3.05474 -0.32729 -0.50424  0.000
C 0.83310 -2.51684 1.54779  0.003
C 2.31218 0.58428 1.31133  0.012
C -1.62198 1.20654 -2.29988  -0.099
H -1.01261 -0.67836 -3.38183  -0.004
S -1.76211 -1.85743 0.98182  -0.096
S -1.72808 1.26489 1.62014  -0.074
H -2.63776 -1.97412 3.18059  -0.003
H 1.91783 -1.70341 -3.16074  -0.001
H 1.77360 -0.73979 -4.65260  0.000
H 3.30404 -1.28680 0.94240  -0.001
C -2.51559 1.40970 -1.25086  -0.009